(1)
# C22H49NOP2Si2W

C22H49NOP2Si2W as an isolated structure at a distorted geometry (ωB97M-V with the def2-TZVPD basis set, OMol25).

Output
* net charge: 0
* spin multiplicity: 3
* energy: -2326.4648 hartree
* HOMO-LUMO gap (spin up / spin down): 0.204 / 0.266 Ha
* energy above the lowest of the compared OMol25 structures with the same formula, charge and spin: 0.000 eV
* <S²>: 2.032
* HOMO level (spin up / spin down): -4.9775 / -6.6779 eV

```
78
Properties=species:S:1:pos:R:3:forces:R:3:lowdin_charge:R:1
W -0.66488 -0.03950 -0.18570 -1.881 0.667 -2.327 1.113
P -1.94795 1.89558 0.87568 0.517 -0.474 0.440 0.731
P -0.27155 -1.93098 -1.80494 0.218 0.294 0.930 0.742
N -1.69416 -1.16778 0.86112 0.660 0.420 0.021 -0.248
H -0.91110 2.85173 -2.26593 0.040 -0.090 -0.249 0.101
C -3.57574 2.44329 0.24764 -0.132 0.014 -0.034 -0.242
H -3.90499 3.31807 0.83447 0.082 -0.318 -0.229 0.053
H -4.31995 1.64327 0.35356 0.231 0.157 -0.078 0.050
H -3.49824 2.72577 -0.81165 -0.022 -0.095 0.296 0.030
C -1.08793 3.49070 0.98753 -0.193 0.420 0.240 -0.271
H -1.71584 4.18790 1.56218 0.235 -0.057 -0.105 0.051
H -0.93130 3.90053 -0.01691 -0.020 -0.121 0.253 0.032
H -0.12027 3.37714 1.49154 -0.212 0.000 -0.165 0.032
C -2.30230 1.48684 2.62489 -0.207 0.403 0.147 -0.259
H -2.58529 2.40790 3.15449 -0.036 -0.233 -0.014 0.045
H -1.42387 1.05548 3.11824 -0.147 0.034 -0.228 0.041
H -3.12538 0.76398 2.68628 0.256 0.082 -0.058 0.045
C -1.43935 -2.43594 -3.11168 -0.199 -0.012 -0.023 -0.242
H -1.02561 -3.30956 -3.64684 -0.162 0.358 0.190 0.055
H -1.59162 -1.60850 -3.81895 0.050 -0.233 0.237 0.041
H -2.40249 -2.71456 -2.66433 0.223 0.094 -0.133 0.050
C 1.21315 -1.59347 -2.79047 0.362 -0.569 -0.363 -0.251
H 1.44317 -2.48538 -3.38964 0.122 0.231 -0.053 0.055
H 2.07860 -1.36218 -2.16560 -0.288 -0.030 -0.067 -0.001
H 1.02069 -0.74034 -3.45708 -0.095 -0.289 0.277 0.036
C -0.09754 -3.46165 -0.82578 0.259 -0.538 -0.505 -0.261
H 0.33911 -4.25633 -1.44749 -0.104 -0.019 0.234 0.051
H -1.10191 -3.76766 -0.50079 0.222 0.168 -0.095 0.052
H 0.51102 -3.32416 0.07357 -0.184 0.108 -0.329 0.003
C -2.28228 -1.91417 1.80312 -0.448 0.128 -0.015 -0.439
C -4.19109 -3.15229 2.65327 0.036 -0.125 0.201 -0.129
C -3.64148 -2.34702 1.67370 0.516 0.289 -0.119 -0.074
C -1.55178 -2.27867 2.97374 -0.318 -0.220 -0.170 -0.074
C -2.07175 -3.20460 3.87051 -0.534 0.557 -0.505 -0.104
C -3.41296 -3.60924 3.73336 0.141 -0.213 0.104 -0.133
H -5.24428 -3.44052 2.57456 0.380 0.006 0.086 0.095
H -4.19111 -1.99182 0.78546 0.167 -0.324 0.587 0.098
H -0.57863 -1.81502 3.11246 -0.384 -0.352 -0.078 0.054
H -1.42938 -3.57527 4.66671 -0.318 0.104 0.074 0.096
H -3.84798 -4.27142 4.48005 0.046 0.082 -0.226 0.084
C -0.90381 1.94114 -2.89763 -0.083 -0.113 1.098 -0.566
O -0.79482 0.82337 -2.04834 0.084 -0.474 0.222 -0.487
C -2.22317 1.93594 -3.66375 0.051 0.491 -0.309 -0.048
H -2.03844 2.34615 -4.66483 -0.275 -0.091 0.088 0.076
H -2.94933 2.59406 -3.17250 -0.044 -0.295 -0.106 0.062
H -2.63830 0.93104 -3.75804 0.114 0.035 0.028 0.075
C 0.30545 1.99119 -3.83274 -0.161 0.030 -0.415 -0.070
H 0.11826 1.33631 -4.69250 0.101 0.004 0.082 0.081
H 1.24029 1.67219 -3.35526 -0.334 0.165 -0.009 0.054
H 0.42463 3.01454 -4.22029 0.070 -0.270 0.051 0.092
C 1.72286 -2.26753 2.45668 0.089 -0.207 0.228 -0.195
Si 2.50856 -1.07627 1.23813 -0.907 1.043 -0.271 0.453
C 3.92528 -0.28214 2.20863 0.186 -0.157 0.103 -0.202
C 3.26740 -2.18025 -0.07976 0.229 -0.190 -0.024 -0.189
C 1.21432 0.34513 0.64248 2.038 0.052 1.346 -0.550
Si 2.32097 1.82786 -0.08179 -0.895 -0.806 0.474 0.456
C 3.49860 1.11080 -1.36821 0.444 0.196 0.065 -0.181
C 1.58294 3.28426 -1.02021 -0.245 0.155 -0.185 -0.187
C 3.06424 2.75136 1.38960 0.393 0.089 -0.144 -0.183
H 0.95629 -2.92051 2.01974 0.210 0.202 0.141 0.014
H 1.25903 -1.74578 3.30078 0.188 -0.020 -0.141 0.025
H 2.50941 -2.90928 2.89119 -0.168 0.164 -0.231 0.045
H 4.49941 -1.08819 2.68814 -0.064 0.113 -0.125 0.035
H 4.62387 0.31337 1.61108 -0.100 -0.175 0.002 0.025
H 3.55987 0.36619 3.01329 -0.047 -0.177 -0.105 0.032
H 4.00596 -2.79091 0.46892 -0.194 0.093 -0.221 0.044
H 3.80449 -1.66194 -0.88159 -0.126 -0.134 0.176 0.014
H 2.53790 -2.86803 -0.52725 0.251 0.173 0.115 0.009
H 0.93209 0.69314 1.68391 0.298 0.017 -0.579 -0.010
H 2.94453 0.65224 -2.20068 0.066 0.116 0.306 0.015
H 4.06321 1.95639 -1.79056 -0.042 -0.239 0.053 0.037
H 4.22446 0.38104 -0.99109 -0.160 0.173 -0.070 0.013
H 1.13594 4.03554 -0.36246 0.184 -0.124 -0.082 0.015
H 2.40125 3.77766 -1.57155 -0.144 -0.171 0.213 0.050
H 0.83661 2.99808 -1.75875 0.210 0.121 0.232 -0.023
H 2.27094 3.20168 2.00300 0.048 -0.177 -0.182 0.031
H 3.71265 2.17354 2.04514 -0.102 0.150 -0.068 -0.007
H 3.65236 3.58646 0.98473 -0.044 -0.069 0.095 0.038
```
Forces are in eV/Å.

=====

(2)
# CH6BNO5P

CH6BNO5P as an isolated structure (ωB97M-V with the def2-TZVPD basis set, OMol25).

Output
* net charge: +1
* spin multiplicity: 1
* energy: -838.6625 hartree
* HOMO-LUMO gap: 0.333 Ha
* HOMO level: -15.1825 eV

```
15
Properties=species:S:1:pos:R:3:forces:R:3:lowdin_charge:R:1
O -0.67704 -3.09008 1.14969 -0.097 0.062 -0.462 0.297
N -0.45331 -2.96396 0.08920 0.261 -0.311 0.477 0.254
O -1.49407 -1.63873 -0.59694 0.137 0.449 0.075 -0.317
P -0.92196 -0.30446 -1.08670 -0.313 -0.654 -0.071 0.712
O 0.41333 -0.64216 -1.88582 -0.008 0.208 0.167 -0.141
C -0.64511 0.87966 0.19098 0.238 0.332 -0.323 -0.138
B 0.82904 1.02710 0.82621 -0.029 -0.234 -0.205 -0.682
O 1.64695 -0.06624 0.92399 0.308 0.069 0.163 0.166
O 1.16626 2.24504 1.30433 -0.688 -0.023 0.422 0.203
H -1.84798 0.18747 -2.00385 0.046 0.123 -0.054 0.080
H 0.97428 0.09771 -2.15944 -0.069 -0.017 -0.132 0.114
H -1.29821 0.58307 1.01869 -0.055 0.039 0.021 0.114
H -1.00921 1.84722 -0.16291 -0.011 0.043 0.045 0.103
H 1.97437 -0.52924 0.14871 -0.225 -0.097 0.068 0.101
H 1.34267 2.36760 2.24387 0.505 0.011 -0.190 0.136
```
Forces are in eV/Å.

=====

(3)
# CH4NO2S

An isolated ion of composition CH4NO2S and charge -1 at a distorted geometry (ωB97M-V with the def2-TZVPD basis set, OMol25).

Output
* net charge: -1
* structure (SMILES): C[S@](=N)(=O)[O-]
* spin multiplicity: 1
* energy: -643.9191 hartree
* HOMO-LUMO gap: 0.306 Ha
* energy above the lowest of the compared OMol25 structures with the same formula, charge and spin: 3.096 eV
* HOMO level: -4.0099 eV

```
9
Properties=species:S:1:pos:R:3:forces:R:3:lowdin_charge:R:1
C -0.41439 0.49936 0.04726 2.020 -0.516 0.045 -0.156
S 1.66904 0.13184 -0.02713 -2.814 0.475 0.653 0.421
N 1.84704 -1.28728 -0.62576 0.130 0.792 -0.441 -0.293
O 1.86758 0.18711 1.45189 0.390 0.553 -1.630 -0.478
O 2.21587 1.16881 -0.89936 0.287 -0.268 0.906 -0.444
H -0.51355 0.07399 1.06954 -0.486 0.773 -0.652 0.002
H -0.62983 1.57989 -0.10946 0.307 -0.741 0.571 0.013
H -0.98443 -0.08265 -0.68977 0.404 0.023 0.109 -0.002
H 1.13977 -1.75594 -0.09106 -0.238 -1.092 0.440 -0.062
```
Forces are in eV/Å.

=====

(4)
# C23H28N4O4

An isolated molecule of C23H28N4O4 at a distorted geometry (ωB97M-V with the def2-TZVPD basis set, OMol25).

Output
* net charge: 0
* structure (SMILES): CCOC(=O)c1cc2c(ccn2C)n1CC(=O)N1CCN(c2ccccc2OC)CC1
* spin multiplicity: 1
* energy: -1413.2217 hartree
* HOMO-LUMO gap: 0.294 Ha
* energy above the lowest of the compared OMol25 structures with the same formula, charge and spin: 2.221 eV
* HOMO level: -7.4341 eV

```
59
Properties=species:S:1:pos:R:3:forces:R:3:lowdin_charge:R:1
C 1.57804 4.65988 -0.93670 0.305 -0.291 0.046 -0.061
C 2.99444 4.10349 -0.99977 -0.168 0.425 -0.398 -0.219
O 3.08878 2.84172 -0.34596 0.028 -0.353 0.177 -0.009
C 2.71912 1.76270 -1.06376 -0.095 0.326 -0.353 -0.431
O 2.35817 1.83553 -2.22563 0.120 0.084 0.209 0.073
C 2.78309 0.55421 -0.27418 0.116 0.021 0.637 -0.133
C 2.97171 0.47944 1.10796 -0.005 0.250 -0.324 0.082
C 2.87488 -0.87172 1.43122 -0.168 -0.323 -0.915 -0.181
C 2.63673 -1.58896 0.23982 0.184 0.515 0.935 -0.181
C 2.53101 -2.95302 0.56897 -0.041 -0.414 -0.072 0.004
C 2.70691 -3.00814 1.93081 -0.049 -0.189 -0.148 -0.067
N 2.91428 -1.76561 2.46375 -0.008 -0.049 -0.112 -0.109
C 3.13224 -1.45114 3.84547 0.040 0.203 0.278 -0.021
N 2.57712 -0.71388 -0.79466 0.015 0.206 0.163 0.023
C 2.39743 -1.11152 -2.16852 0.075 -0.340 -0.515 -0.012
C 1.20386 -2.06616 -2.27846 0.173 0.266 -0.152 -0.438
O 1.36381 -3.23108 -2.59434 0.282 -0.323 -0.050 0.050
N -0.00985 -1.56065 -1.98485 -0.331 -0.040 -0.086 -0.039
C -0.33291 -0.20461 -1.60616 0.046 0.312 0.416 -0.090
C -0.74048 -0.16804 -0.12380 0.200 0.382 -0.358 -0.110
N -1.86873 -1.04527 0.11033 0.009 -0.102 0.365 -0.083
C -3.16715 -0.55489 -0.01460 -0.074 0.076 0.069 -0.154
C -4.14653 -1.20840 -0.75998 0.116 0.029 0.035 -0.028
C -5.45129 -0.74848 -0.81964 -0.176 0.078 0.019 -0.100
C -5.81004 0.39468 -0.13934 -0.059 -0.092 -0.070 -0.101
C -4.86135 1.06116 0.62254 0.107 0.137 0.100 -0.032
C -3.56017 0.59792 0.70854 0.084 0.136 0.045 -0.197
O -2.60102 1.19562 1.49161 -0.160 -0.455 -0.286 -0.112
C -2.97153 2.28132 2.30221 -0.054 0.180 0.123 -0.086
C -1.55572 -2.39131 -0.31421 -0.048 -0.173 -0.259 -0.130
C -1.12880 -2.46033 -1.79080 -0.095 -0.407 0.206 -0.105
H 1.55510 5.65158 -1.37938 -0.037 0.125 -0.040 0.076
H 1.24472 4.72155 0.09663 -0.048 0.060 0.082 0.076
H 0.90149 4.01158 -1.48829 -0.071 0.002 -0.047 0.073
H 3.69534 4.75127 -0.46891 -0.052 -0.106 -0.081 0.123
H 3.30787 3.99051 -2.04312 0.030 0.065 0.210 0.121
H 3.14244 1.31970 1.74951 0.022 0.214 0.064 0.112
H 2.35292 -3.77705 -0.09139 -0.031 -0.222 -0.080 0.098
H 2.69703 -3.87182 2.56813 0.005 -0.128 0.132 0.117
H 3.13883 -2.36975 4.42962 0.000 0.041 -0.029 0.089
H 4.09031 -0.94142 3.97521 -0.032 -0.057 0.034 0.094
H 2.34005 -0.79769 4.22095 0.036 -0.062 0.024 0.094
H 3.27581 -1.67278 -2.50923 -0.208 0.077 0.031 0.144
H 2.27562 -0.22791 -2.79591 0.007 -0.135 0.157 0.120
H 0.49459 0.47160 -1.79963 -0.021 -0.008 -0.070 0.098
H -1.18895 0.11784 -2.21336 0.087 0.041 0.015 0.139
H -0.98949 0.84835 0.16723 0.083 -0.070 -0.017 0.120
H 0.09466 -0.51524 0.49306 0.056 0.070 -0.034 0.124
H -3.89595 -2.09880 -1.31358 0.096 -0.063 -0.041 0.097
H -6.17816 -1.28570 -1.40998 -0.060 -0.046 -0.052 0.100
H -6.81977 0.77236 -0.18483 -0.089 0.032 -0.004 0.099
H -5.16058 1.94322 1.16597 0.029 0.081 0.074 0.100
H -3.29034 3.14401 1.70701 -0.008 -0.049 0.031 0.096
H -3.76701 2.00973 3.00359 0.015 0.014 -0.039 0.097
H -2.07477 2.54547 2.86154 -0.087 0.028 -0.010 0.094
H -2.40282 -3.04934 -0.12210 0.029 -0.016 0.020 0.122
H -0.71122 -2.73256 0.29703 -0.044 -0.049 -0.062 0.127
H -0.80506 -3.46784 -2.05515 -0.100 0.119 -0.003 0.123
H -1.94874 -2.15534 -2.44850 0.026 -0.033 0.010 0.123
```
Forces are in eV/Å.

=====

(5)
# C17H18N5NiO3PS2

C17H18N5NiO3PS2 as an isolated structure (ωB97M-V with the def2-TZVPD basis set, OMol25).

Output
* net charge: 0
* spin multiplicity: 1
* energy: -3804.1369 hartree
* HOMO-LUMO gap (spin up / spin down): 0.257 / 0.259 Ha
* energy above the lowest of the compared OMol25 structures with the same formula, charge and spin: 0.000 eV
* HOMO level (spin up / spin down): -7.8733 / -7.9197 eV

```
47
Properties=species:S:1:pos:R:3:forces:R:3:lowdin_charge:R:1
Ni -0.02445 1.71530 0.96893 -0.073 0.195 -0.416 -0.172
S -2.17532 1.59639 1.41806 -0.285 0.084 0.041 0.642
C -2.36101 2.84432 0.21182 0.311 -0.083 0.155 -1.079
S -0.80460 3.46887 -0.20119 -0.222 0.069 0.106 0.709
C -3.55934 3.17189 -0.36220 -0.243 -0.091 -0.120 -0.383
C -4.74807 2.46884 0.01348 0.076 0.228 -0.114 -0.262
N -5.70499 1.89296 0.29506 0.027 -0.079 0.001 0.146
C -3.63485 4.14002 -1.41087 0.027 -0.070 0.143 -0.245
N -3.67256 4.90868 -2.26714 -0.013 -0.020 -0.034 0.150
O 4.69965 -0.28880 2.25109 -0.001 -0.056 0.059 0.072
C 3.49202 -0.18526 2.81299 0.031 0.004 -0.011 -0.269
C 3.20112 -0.98217 3.92445 -0.020 -0.007 0.024 -0.005
C 1.96627 -0.90809 4.53624 -0.042 -0.023 -0.003 -0.076
C 0.98703 -0.03132 4.06762 0.182 -0.056 -0.040 -0.078
C 1.28925 0.75145 2.97126 -0.273 0.116 0.105 -0.073
C 2.51291 0.68671 2.30794 -0.134 -0.051 -0.010 -0.070
C 2.75886 1.43163 1.03393 -0.114 -0.026 -0.251 -0.550
O 3.89179 1.42514 0.53608 0.018 0.001 0.079 0.046
O 1.75394 1.98804 0.44725 0.435 0.082 0.141 -0.158
H 4.70450 0.37411 1.51087 0.023 0.042 -0.110 0.074
H 3.97164 -1.64862 4.28897 -0.003 0.003 -0.001 0.119
H 1.76250 -1.53082 5.39841 0.006 0.002 -0.001 0.106
H 0.02642 0.05175 4.55614 0.012 0.020 0.020 0.106
H 0.53686 1.51273 2.70720 0.191 0.027 0.259 0.071
C -1.84458 -2.10717 -2.13473 0.001 0.078 -0.047 -0.110
N -1.42811 -0.74360 -2.70700 0.023 0.006 0.045 -0.065
C -0.05279 -0.90588 -3.37909 -0.086 0.031 0.016 -0.108
N 0.89762 -1.44567 -2.47662 0.002 0.043 0.047 -0.140
C 0.43073 -2.72475 -1.94751 0.012 -0.005 0.018 -0.156
N -0.85443 -2.61833 -1.25541 0.014 0.051 0.033 -0.144
C -0.75009 -1.83564 -0.00770 -0.104 -0.061 -0.131 -0.258
P -0.17953 -0.10952 -0.31537 0.274 -0.278 0.275 1.003
C -1.39193 0.30696 -1.63366 -0.085 -0.018 -0.142 -0.246
C 1.25510 -0.49834 -1.40252 -0.033 -0.054 -0.087 -0.250
H -1.97545 -2.76171 -2.99737 0.002 -0.023 0.017 0.143
H -2.79585 -1.95276 -1.62729 -0.004 -0.023 0.011 0.148
H -2.10597 -0.46592 -3.41673 -0.026 0.013 -0.008 0.183
H 0.23931 0.08432 -3.72545 0.022 -0.008 -0.017 0.148
H -0.21754 -1.57338 -4.22594 0.029 -0.013 0.005 0.143
H 1.17419 -3.11013 -1.25264 0.004 -0.014 -0.007 0.139
H 0.32256 -3.42932 -2.77454 -0.002 0.003 -0.003 0.136
H -0.05423 -2.33015 0.67125 0.018 -0.010 -0.018 0.105
H -1.72364 -1.80904 0.48667 0.011 0.000 0.011 0.102
H -1.13104 1.26827 -2.07968 0.011 -0.006 -0.010 0.094
H -2.38582 0.39452 -1.19096 -0.007 -0.006 -0.019 0.089
H 2.06229 -0.91891 -0.80031 0.004 -0.016 -0.011 0.110
H 1.63963 0.43241 -1.82381 0.003 -0.002 -0.003 0.111
```
Forces are in eV/Å.